Entry 1:
{
  "formula": "C28H36AlAs2Si",
  "method": "ωB97M-V/def2-TZVPD",
  "symbols": ["C", "C", "C", "H", "C", "C", "H", "H", "H", "H", "Al", "C", "H", "H", "H", "Si", "C", "C", "H", "C", "H", "C", "H", "C", "H", "C", "H", "C", "C", "H", "C", "H", "C", "H", "C", "H", "C", "H", "H", "H", "C", "As", "C", "C", "C", "C", "C", "C", "C", "As", "C", "C", "H", "H", "H", "H", "H", "H", "H", "H", "H", "H", "H", "H", "H", "H", "H", "H"],
  "xyz": [[0.7457, 2.4748, 3.0810], [1.1655, 2.7075, 1.7180], [-0.0198, 2.9480, 0.9350], [2.1890, 2.9340, 1.4081], [-1.1576, 2.6926, 1.7751], [-0.6768, 2.4217, 3.0994], [-1.2909, 2.3546, 3.9944], [1.3841, 2.5513, 3.9584], [-0.0490, 3.4085, -0.0528], [-2.1985, 2.8708, 1.5029], [0.0963, 0.7787, 1.3137], [-0.3044, 0.2296, -0.5452], [-1.2491, 0.5881, -0.9654], [-0.3331, -0.8572, -0.5658], [0.4657, 0.5532, -1.2508], [-0.5130, -1.2148, -4.4545], [1.2454, -0.9974, -4.9743], [1.8920, 0.2230, -4.7179], [1.3491, 1.0469, -4.2459], [3.2329, 0.3762, -5.0753], [3.7329, 1.3234, -4.8836], [3.9331, -0.6765, -5.6815], [4.9840, -0.5509, -5.9545], [3.2779, -1.8853, -5.9339], [3.8187, -2.7034, -6.4109], [1.9354, -2.0580, -5.5825], [1.4153, -2.9978, -5.7789], [-1.4937, 0.2821, -4.9241], [-1.3042, 0.9330, -6.1564], [-0.5655, 0.5609, -6.8718], [-2.0663, 2.0639, -6.4578], [-1.9046, 2.5869, -7.3985], [-3.0304, 2.5353, -5.5552], [-3.6217, 3.4231, -5.7946], [-3.2330, 1.8597, -4.3490], [-3.9790, 2.2218, -3.6409], [-2.4864, 0.7199, -4.0339], [-2.6573, 0.1720, -3.1048], [-0.5247, -1.4807, -2.9956], [-1.1237, -2.3188, -5.2410], [3.2757, -0.2506, 4.3061], [1.6602, -0.3690, 3.2181], [2.3629, -1.8097, 2.0536], [0.4407, -0.9554, 4.6957], [0.7858, -0.8448, 6.0551], [-0.1955, -0.9530, 7.0446], [-1.5473, -1.1417, 6.6948], [-1.9091, -1.1706, 5.3460], [-0.9277, -1.0396, 4.3582], [-1.4179, -0.8239, 2.4765], [-3.2334, -0.1088, 2.6128], [-1.1610, -2.7214, 2.0690], [4.1086, -0.0320, 3.6266], [3.4008, -1.2240, 4.7919], [3.1773, 0.5627, 5.0360], [2.8210, -2.5861, 2.6789], [1.5644, -2.2092, 1.4242], [3.1179, -1.3141, 1.4405], [1.8147, -0.6226, 6.3423], [0.0733, -0.8536, 8.0897], [-2.2987, -1.2502, 7.4735], [-2.9586, -1.2794, 5.0701], [-3.1959, 0.8439, 3.1416], [-3.5988, 0.0377, 1.5909], [-3.8595, -0.8255, 3.1507], [-0.1609, -3.0185, 2.3766], [-1.9031, -3.2764, 2.6508], [-1.3164, -2.8651, 0.9966]],
  "total_charge": 1,
  "homo_ev": -10.8,
  "orbital_gap_ev": 7.9
}

***

Entry 2:
{
  "formula": "C5H12NO",
  "method": "ωB97M-V/def2-TZVPD",
  "symbols": ["C", "O", "C", "C", "C", "C", "N", "H", "H", "H", "H", "H", "H", "H", "H", "H", "H", "H", "H"],
  "xyz": [[2.4960, -0.4614, -0.1200], [3.5969, -0.4603, -0.8325], [1.2969, 0.3141, -0.7759], [0.2304, 0.6077, 0.2942], [-1.1485, 0.5641, -0.3894], [-3.9723, 0.0660, 1.8169], [-1.6151, -0.5892, -0.6927], [2.0183, -1.4649, 0.1110], [2.5832, -0.0411, 0.9305], [0.8584, -0.3212, -1.5431], [1.7052, 1.2168, -1.2051], [0.2374, -0.1849, 1.0506], [0.4289, 1.5930, 0.7330], [-1.3403, 1.5762, -0.8143], [-1.6419, -0.4332, 0.4488], [-3.9775, 1.1454, 1.9147], [-4.9921, -0.3194, 1.7299], [-3.3911, -0.3014, 0.9800], [-3.4712, -0.2687, 2.7238]],
  "total_charge": -1,
  "e_above_lowest_kcal_mol": 87.25,
  "homo_ev": -2.5,
  "orbital_gap_ev": 5.7
}

***

Entry 3:
{
  "formula": "H12O6",
  "method": "ωB97M-V/def2-TZVPD",
  "symbols": ["O", "H", "H", "O", "H", "H", "O", "H", "H", "O", "H", "H", "O", "H", "H", "O", "H", "H"],
  "xyz": [[-0.9935, -1.3313, -2.8142], [-0.3556, -1.8709, -2.3472], [-1.8376, -1.7427, -2.6285], [-0.2193, 1.0744, -2.0215], [-0.9592, 1.6281, -1.7719], [-0.6205, 0.3090, -2.4330], [-2.6021, 0.9773, 1.2783], [-1.7226, 0.7108, 1.0105], [-2.5377, 1.1003, 2.2253], [1.9183, -1.5812, 3.3911], [1.6957, -1.9918, 4.2267], [2.4225, -2.2470, 2.9234], [2.1360, 1.8766, -0.5362], [1.4427, 1.5821, -1.1268], [2.0921, 2.8321, -0.5722], [-0.2587, -0.3212, 0.6099], [0.4440, -0.9120, 0.8809], [-0.0445, -0.0925, -0.2946]],
  "total_charge": 0,
  "e_above_lowest_kcal_mol": 26.08,
  "homo_ev": -10.6,
  "orbital_gap_ev": 10.9
}

***

Entry 4:
{
  "formula": "C3H6Cl2N",
  "method": "ωB97M-V/def2-TZVPD",
  "symbols": ["C", "C", "C", "N", "Cl", "Cl", "H", "H", "H", "H", "H", "H"],
  "xyz": [[1.8801, 0.8221, 0.1337], [0.9730, -0.1652, 0.1875], [-0.8552, 0.4100, 0.2021], [-1.5092, -0.7866, -0.3250], [3.5788, 0.7146, -0.1112], [1.1229, -1.8287, 0.1167], [1.5585, 1.7434, 0.5005], [-1.0461, 0.6733, 1.1972], [-0.6024, 1.2920, -0.5299], [-1.0718, -1.5884, 0.1739], [-1.5183, -0.6718, -1.2942], [-2.5103, -0.6149, -0.2514]],
  "total_charge": 1,
  "e_above_lowest_kcal_mol": 16.74,
  "spin_multiplicity": 3,
  "homo_ev": [-9.9, -15.1],
  "orbital_gap_ev": [6.0, 8.6],
  "s_squared": 2.010
}